Entry 1:
The following is a DFT calculation (ωB97M-V/def2-TZVPD) of a molecular structure, C26H24CoN2O2Te at a distorted geometry.

Element x y z (Å)
Co  -1.0383  -0.2953  -0.8357
H  -3.8161  -2.1243  2.8336
C  0.9852  -4.1371  -3.7466
C  3.6690  2.6728  -3.3198
C  2.0357  -2.4061  -2.4699
C  -0.2647  -3.5816  -3.5119
C  1.5137  2.4898  -2.2711
C  0.1306  -0.2014  4.7985
H  -4.4551  -0.6695  3.5953
C  1.3551  -0.5572  2.6500
H  -1.2849  -0.8179  7.5675
H  -1.6450  4.2132  -0.6758
C  -1.0284  -0.1732  5.5717
O  -1.5523  -1.7655  -2.4553
C  3.5697  4.0664  -3.2722
H  2.9070  -1.9353  -2.0383
C  -2.7913  -2.4027  -2.7436
C  -3.6475  -1.0555  2.9780
H  2.2040  -0.2595  3.2584
N  0.2351  0.4131  -1.9702
C  2.1312  -3.5616  -3.2226
C  -0.3730  -2.4131  -2.7748
C  -2.2505  -0.4217  4.9445
H  -3.5660  -1.6878  -2.4645
H  1.0574  -5.0419  -4.3298
C  -0.7107  2.3458  -1.1555
H  -3.6979  -0.5693  2.0015
O  -1.5912  1.5404  -0.6536
H  1.0764  0.0567  5.2548
H  2.3959  5.7502  -2.6903
H  -1.7029  0.8684  7.3100
H  -3.1604  -0.3430  5.5237
H  4.5504  2.2139  -3.7428
C  0.1015  -0.5723  3.4652
C  2.4645  4.6733  -2.7240
C  1.4074  3.9033  -2.2096
C  0.4259  1.7309  -1.7724
H  -2.8816  -2.6344  -3.8075
H  1.5658  -1.5399  2.2215
H  1.2620  0.1504  1.8231
N  0.7454  -0.6601  -1.4662
H  0.0033  0.3783  7.3640
H  -1.1436  -4.0635  -3.9021
H  3.0934  -4.0174  -3.3897
C  0.2495  4.4947  -1.6415
C  -0.7760  3.7554  -1.1198
H  -2.9049  -3.3136  -2.1448
H  2.7278  0.8124  -2.8392
C  -0.9916  0.0903  7.0369
C  0.7941  -1.8244  -2.2565
H  4.3743  4.6644  -3.6735
H  0.2036  5.5737  -1.6336
Te  -1.1707  -1.9618  1.0410
C  -2.3214  -0.7966  3.6174
C  -1.1274  -0.9415  2.8911
C  2.6558  1.8893  -2.8242

Computed properties:
* orbital gap (alpha / beta): 7.34 / 5.66 eV
* charge: +1
* multiplicity: 5

***

Entry 2:
The following is a DFT calculation (ωB97M-V/def2-TZVPD) of a molecular structure, C26H24IN3OReS.

Element x y z (Å)
C  0.9528  -1.9808  -4.0302
C  1.4973  3.3718  2.6916
S  2.3923  -2.7508  -0.4286
C  -2.3029  0.7148  2.4106
C  1.2132  -2.5657  -2.7989
H  1.3302  -0.3105  -5.3128
H  -0.2874  1.9797  -1.6537
C  -0.3550  -0.2682  -0.2429
H  -2.0423  -1.9631  -1.4266
H  3.3736  0.5384  0.9315
H  -2.6032  -0.7428  0.8424
H  -4.7239  1.8712  4.4677
H  -3.1628  0.7241  -4.5588
O  2.0141  -1.7292  0.7821
H  -1.6289  2.4450  -3.6775
H  0.7798  -3.5239  -2.5374
C  0.8789  2.2126  2.2673
C  -0.9557  1.2286  -2.0553
H  3.3594  -0.2041  -1.5530
H  3.3777  4.4022  2.7934
C  1.5278  -0.7599  -4.3481
H  -6.0724  0.3299  3.0798
H  4.5274  -3.4107  -1.0665
H  4.5710  -1.7641  -0.3627
C  -5.0133  0.4409  2.8898
C  -4.4126  -0.2957  1.8735
I  0.6512  -1.2790  4.1188
H  -5.0055  -0.9676  1.2684
H  4.3957  -3.2106  0.7026
C  2.0726  -1.9117  -1.9192
N  1.5475  1.2280  1.6348
C  2.3797  -0.1090  -3.4531
H  0.9092  4.1307  3.1889
C  2.6680  -0.6856  -2.2340
H  -2.3114  2.1251  4.0405
N  -0.9179  0.9078  2.1462
C  -2.9063  1.4590  3.4317
Re  0.5565  -0.5695  1.2368
C  -0.5264  -1.8569  2.4250
C  -2.6898  -0.7300  -3.0561
C  2.8600  3.5090  2.4687
H  4.6154  2.5611  1.6434
C  -1.0749  -0.0241  -1.4186
H  2.8368  0.8315  -3.7300
C  -1.7049  1.4856  -3.1845
H  -0.2125  -2.8662  2.1351
C  -1.9504  -1.0064  -1.9262
C  -2.5696  0.5118  -3.6785
N  -0.4815  2.0256  2.4858
C  -4.2574  1.3109  3.6695
H  0.3138  -2.4859  -4.7417
C  -3.0571  -0.1737  1.6383
C  3.5530  2.4878  1.8289
H  -1.5925  -1.8069  2.5955
C  2.8709  1.3579  1.4241
C  4.1619  -2.7670  -0.2640
H  -3.3693  -1.4715  -3.4536

Computed properties:
* orbital gap: 6.33 eV
* charge: +3
* relative energy (zero: lowest compared OMol25 entry of this formula, charge and spin): 4.31 kJ/mol

***

Entry 3:
The following is a DFT calculation (ωB97M-V/def2-TZVPD) of a molecular structure, C26H25As2F3LiNO8S3 at a distorted geometry.

Element x y z (Å)
O  -0.8597  0.4264  3.3726
C  1.3512  2.7627  -0.3510
O  2.1349  1.7275  -0.5567
H  0.8052  -2.7445  5.0110
H  3.6712  -1.7355  -5.3669
C  1.5989  -1.6800  -2.7296
C  -4.3221  -0.1126  -2.8896
C  -4.5438  2.6523  0.4725
H  3.8637  1.0724  -1.3792
S  0.4598  -3.7637  0.1828
H  -0.6134  4.9836  -1.0335
C  0.3639  -3.3909  4.2574
C  3.0967  1.7969  -1.6271
H  -4.2468  -1.1922  -2.7797
O  0.1482  2.3842  3.5521
H  -3.9101  0.1691  -3.8564
H  0.4639  1.4424  5.3755
H  0.5509  -1.6279  -2.4471
C  -1.0634  -5.2182  3.6532
H  -2.0201  5.6335  -0.1377
C  3.8168  -1.7753  -1.9488
C  -1.9636  2.3767  -0.4653
H  2.6201  1.5249  -2.5680
As  -1.2204  3.5412  0.9996
Li  2.2752  -2.1043  0.2635
C  -1.0334  5.1796  -0.0520
O  -3.6260  0.5537  -1.8272
H  0.2239  3.2112  5.3915
C  -0.2757  1.3140  2.8485
S  4.8217  -1.8672  -0.5653
C  0.1466  -3.9675  1.9046
C  0.1770  1.3752  1.4031
F  5.8898  -1.7526  -5.0227
C  -1.5412  -1.0738  1.0828
H  -2.0272  -1.7043  0.3379
H  -0.3748  5.8513  0.4975
C  4.2554  -1.7583  -3.3131
O  -1.7521  -0.4030  -2.5716
H  -1.7464  -6.0214  3.9205
H  -1.0505  -1.7098  1.8150
H  -4.1252  3.1465  1.3439
C  -2.2931  0.3484  -1.8114
H  1.2217  -1.6973  -4.8488
S  1.8348  -1.8107  2.5820
H  -2.2532  -0.4119  1.5729
O  -4.1878  3.3401  -0.7425
C  1.9678  -1.7055  -4.0633
C  -0.1018  2.2700  4.9549
C  -2.9792  3.1052  -1.3048
As  -0.1620  -0.0872  0.1131
C  3.3270  -1.7319  -4.3410
C  -0.7366  -4.9892  2.3233
C  0.4377  2.5682  0.8339
O  -2.7504  3.5514  -2.3928
C  -0.5051  -4.4052  4.6371
H  3.5132  2.7939  -1.7049
C  0.7191  -3.1374  2.9134
C  5.7114  -1.7474  -3.6643
H  -5.3562  0.2089  -2.8101
H  -4.2169  1.6170  0.4555
H  -1.1684  -5.6116  1.5450
H  -1.1568  2.1025  5.1618
O  1.4687  3.8078  -0.9304
H  -0.7467  -4.5584  5.6859
C  -1.5945  1.1221  -0.7273
F  6.3496  -0.6418  -3.2273
N  2.4679  -1.7000  -1.7217
F  6.3976  -2.8080  -3.2135
H  -5.6268  2.6856  0.5285

Computed properties:
* orbital gap: 4.34 eV
* charge: -2
* relative energy (zero: lowest compared OMol25 entry of this formula, charge and spin): 0.00 kJ/mol

***

Entry 4:
The following is a DFT calculation (ωB97M-V/def2-TZVPD) of C26H25ClN2O6S in the gas phase at a distorted geometry.

Element x y z (Å)
H  -2.0795  1.2546  -2.1607
C  0.8348  2.2705  -1.0348
H  -0.9017  -2.3596  4.5942
O  4.6981  -0.5268  0.0628
H  -3.6670  -3.0196  -0.6001
H  1.7497  1.4302  -2.7742
C  -2.2363  2.2806  -1.8285
N  1.5505  3.0901  0.9199
S  -1.2111  -2.0651  -1.3170
H  3.9462  1.9826  -2.4955
C  3.7249  -0.6219  -0.6343
H  -5.0388  0.2132  -1.7275
H  0.9576  0.6635  2.2239
C  0.7844  1.7952  -2.4435
H  -0.8913  2.6391  2.7549
H  -1.7258  2.9603  -2.5026
H  -3.7830  -2.4998  1.1055
O  3.3312  0.3145  -1.5117
C  0.2185  3.0659  1.0065
C  4.0175  1.5608  -1.4902
C  2.7580  -1.7586  -0.6160
C  -0.2806  2.5735  -0.2082
H  1.1760  -0.5542  -1.4104
C  -1.7240  2.3967  -0.4220
C  1.9756  2.5747  -0.2906
H  2.2061  3.4203  1.6136
C  0.1187  -0.8034  3.5358
H  0.0241  -4.4949  -0.3319
H  5.0692  1.4109  -1.2234
O  -1.7885  -3.0874  -2.1332
C  0.2751  -0.1673  2.3170
C  3.0776  -3.0278  -0.1207
C  1.4470  -1.5173  -1.0150
C  -3.9565  -0.9123  -0.3295
C  -1.4660  -2.3056  2.5385
C  -3.4063  -2.2354  0.1140
C  -0.4434  -0.5844  1.2112
H  -0.3634  -0.0589  0.2753
C  0.7961  -3.7461  -0.4077
C  -0.5072  3.5067  2.2185
H  0.6776  -0.4729  4.3980
H  -4.9216  -1.5841  -2.0643
H  0.1485  4.0757  2.8747
C  0.4808  -2.4898  -0.8934
O  -2.4834  2.3507  0.5284
C  3.4111  2.5174  -0.4587
H  0.0484  1.0013  -2.5542
C  2.1000  -4.0169  -0.0348
Cl  4.6712  -3.4043  0.3707
H  -3.6926  -0.0686  0.2950
C  -4.6720  -0.7524  -1.4260
H  -2.1353  -3.1487  2.6197
O  -1.2134  -0.7286  -1.8524
C  -0.7662  -1.8638  3.6446
H  0.4883  2.6154  -3.0985
C  -1.3038  -1.6716  1.3077
H  -3.3052  2.4804  -1.8323
O  4.1463  3.1759  0.2568
N  -1.9502  -2.1911  0.1761
H  2.3741  -4.9908  0.3385
H  -1.3690  4.1096  1.9420

Computed properties:
* structure (SMILES): C=CCN(c1ccccc1)S(=O)(=O)c1ccc(Cl)c(C(=O)OCC(=O)c2[nH]c(C)c(C(C)=O)c2C)c1
* orbital gap: 8.47 eV
* relative energy (zero: lowest compared OMol25 entry of this formula, charge and spin): 6.52 kJ/mol

***

Entry 5:
The following is a DFT calculation (ωB97M-V/def2-TZVPD) of 4 unconnected molecules or ions with the total composition C26H25F24N2O9P at a distorted geometry.

Element x y z (Å)
F  -1.8370  -0.5214  -4.2635
O  6.7685  4.5453  0.0185
C  0.1898  3.0986  -1.9639
C  1.3224  2.4943  -2.3600
C  0.0924  1.4112  5.6243
C  -0.1697  3.2076  -0.6701
F  5.1766  1.8663  4.3078
N  0.5967  2.7438  0.3021
C  4.0412  1.8672  -2.9975
O  -4.8051  0.2608  -2.4331
O  3.5660  1.8282  -4.1200
C  -4.5751  -6.1682  -2.4230
C  3.4856  3.2794  3.6506
C  -4.8707  -4.6818  -2.1976
F  0.4954  1.3914  4.3428
C  7.6359  1.6844  0.1924
F  -1.0383  2.1502  5.6979
F  -7.9680  -6.4590  -2.4393
H  -5.7037  -8.5881  -1.9211
C  3.4257  1.3283  -1.7028
C  2.1315  2.0144  -1.3729
H  -3.1580  0.0816  1.2648
H  7.2424  1.1203  -1.8727
C  -7.0334  -7.5514  -0.5209
F  3.2584  0.9326  3.8749
H  -0.1236  0.3873  5.9371
C  7.1152  1.9660  -1.2035
H  4.9435  5.6297  -2.3487
H  -0.4662  3.5094  -2.7153
C  -5.6377  -7.9256  -1.0582
H  -5.1988  -8.5271  -0.2635
H  -3.7242  -1.1347  -4.5185
O  2.3700  1.3754  6.4526
F  -2.2191  -0.7687  -0.2692
F  -3.2928  -6.2502  -2.8378
C  -3.6081  0.4834  -3.0824
H  -4.1158  -4.2399  -1.5444
N  5.2812  2.4456  -2.7546
O  8.8355  1.6969  0.3986
C  -3.0506  -0.7902  -3.7312
H  5.9851  2.1911  -3.4315
F  -6.0787  -4.4977  -1.6378
H  4.0664  4.1333  4.0104
F  -7.3991  -8.5723  0.3080
F  -5.3318  -6.7004  -3.4031
C  5.6572  2.4479  -1.3268
C  -4.9601  0.4066  -1.0227
F  1.2854  3.3530  6.3629
F  -4.8623  -4.0338  -3.3880
C  3.5509  2.0041  5.9612
H  -8.3630  -8.3657  -2.0329
F  2.1808  3.5920  3.7011
H  1.5783  2.3863  -3.3963
O  4.2523  4.5618  -0.1739
F  -2.9004  -1.7812  -2.8329
H  -6.0360  0.5303  -0.9087
F  -5.5320  -0.7605  0.9009
F  -2.7156  1.0832  -2.2734
C  1.7174  2.1839  -0.0898
O  -4.6638  -6.9049  -1.2587
H  3.6921  2.9901  6.4035
F  0.7172  1.8498  7.8092
F  -3.1374  -1.9093  1.3375
C  -8.1877  -7.4156  -1.5202
F  -4.7962  -1.9309  -0.7849
C  -3.2472  -0.7801  0.5973
H  4.9073  0.6842  -0.2598
C  4.5524  1.6220  -0.6650
H  -4.5209  1.3368  -0.6628
H  4.3463  1.3848  6.3732
F  3.7995  3.0665  2.3481
H  6.2800  2.2136  1.4760
O  5.7716  5.1593  -2.1936
F  -6.9387  -6.4453  0.2452
C  -4.6117  -0.7793  -0.1031
H  3.8694  5.4032  -0.4466
H  2.3619  1.8086  0.6926
P  5.6577  4.2399  -0.8803
O  6.7543  1.4128  1.2106
F  -3.8689  1.3522  -4.0837
H  -1.1040  3.6843  -0.4157
H  4.2447  2.1850  0.2115
H  3.4162  0.2465  -1.7617
H  7.7585  2.7445  -1.5919
C  3.8272  2.0160  4.4456
C  1.1551  2.0250  6.5439
F  -9.3133  -7.0790  -0.8480

Computed properties:
* structure (SMILES): O=C(O)C[C@]1(P(=O)(O)O)C[C@@H](c2cccnc2)C(=O)N1.FC(F)C(F)(F)COC(F)(F)C(F)F.FC(F)C(F)(F)COC(F)(F)C(F)F.FC(F)C(F)(F)COC(F)(F)C(F)F
* orbital gap: 9.59 eV
* relative energy (zero: lowest compared OMol25 entry of this formula, charge and spin): 0.00 kJ/mol

***

Entry 6:
The following is a DFT calculation (ωB97M-V/def2-TZVPD) of a molecular structure, C26H25FeNSi at a distorted geometry.

Element x y z (Å)
C  -1.6292  1.4384  -0.3657
C  -3.4822  -1.5268  3.1214
H  1.7079  0.6285  0.0424
H  -2.2061  3.6520  4.7510
C  -1.4111  3.4346  4.0360
C  -0.7869  -2.2087  3.4253
C  -1.1142  -1.0732  2.6667
H  0.9549  0.0395  4.7613
H  3.0554  -0.6257  5.9506
H  2.2153  -1.6919  -1.1788
C  4.1364  -1.0789  4.1147
C  0.4467  4.1877  2.6679
Si  0.2134  0.1526  2.1132
C  0.2876  -2.0293  -0.0424
C  -0.8331  1.9321  -1.4230
C  0.5633  2.8985  2.1515
H  4.9304  -1.4612  2.1125
N  1.4146  0.3198  0.9606
H  -2.5869  1.0784  -0.7252
C  -1.7863  -2.9805  4.0436
C  4.0756  -1.1772  2.7183
H  -1.5051  -3.8535  4.6400
H  0.2152  3.0299  -2.8334
C  -1.0848  -1.8085  -0.4411
C  1.8396  -0.3322  4.2355
C  -3.1377  -2.6342  3.9071
C  -1.0744  -1.1820  -1.7404
H  -4.5347  -1.2480  2.9981
H  -2.7633  0.0914  1.8908
C  -0.2392  1.8568  2.6364
H  -1.6557  1.8125  0.6608
H  0.6441  -0.6832  -3.1197
H  1.1391  4.9565  2.3205
C  2.8680  -0.9370  2.0843
H  -0.6556  5.4649  4.0140
H  0.6235  -2.5319  0.8710
H  -3.9195  -3.2227  4.4031
C  0.3038  -1.0402  -2.1578
H  -1.8905  1.3145  3.9246
H  0.2623  -2.4779  3.5623
H  1.4515  2.0559  -1.6381
C  3.0345  -0.6802  4.8711
C  1.7865  -0.5263  2.8740
C  0.3617  2.3522  -1.9185
H  -1.9791  -2.1255  0.1187
C  -1.2526  2.1255  3.5659
C  -0.5491  4.4566  3.6120
C  -2.4774  -0.7696  2.4962
H  5.0615  -1.3282  4.6185
H  -1.9515  -0.9329  -2.3446
H  1.3057  2.7160  1.3754
Fe  -0.0109  -0.0115  -0.4262
H  2.8196  -1.0525  0.9918
C  1.1436  -1.5774  -1.1149

Computed properties:
* orbital gap (alpha / beta): 4.99 / 7.04 eV
* charge: -1
* relative energy (zero: lowest compared OMol25 entry of this formula, charge and spin): 242.50 kJ/mol
* multiplicity: 6

***

Entry 7:
The following is a DFT calculation (ωB97M-V/def2-TZVPD) of a molecular structure, C26H25KO2S2Te at a distorted geometry.

Element x y z (Å)
C  0.9076  0.5064  7.4928
C  2.2999  2.3131  -2.3567
C  -6.5461  -2.4805  -3.0159
H  -0.2339  -1.7089  -5.3107
C  -2.1374  -0.0897  -3.0925
C  -6.6018  -1.0808  -2.9432
H  1.9391  1.4381  -2.8378
C  -1.2865  -1.0414  -3.5819
H  -0.9175  0.2146  -6.7669
C  -4.3359  -2.4391  -2.0566
O  -2.0844  -1.3008  -0.7773
H  -5.4638  -4.2747  -2.4271
C  -0.4052  0.6095  7.0602
C  -1.1109  0.2190  -5.6787
C  1.7404  1.3382  5.4306
H  5.8207  1.4597  1.9296
C  4.0197  -1.1180  0.8066
K  0.0084  -0.8359  0.3254
H  -5.5006  0.7126  -2.4198
S  1.9385  2.0873  -0.5852
C  -5.5488  -0.3531  -2.4247
H  -1.1726  -1.9750  -2.9982
H  2.5121  1.5626  4.6972
O  0.6283  1.3419  -0.6511
H  6.5664  -0.5990  3.0135
C  -2.3894  1.0619  -3.8296
H  -1.2545  0.3913  7.7162
Te  0.0239  2.0939  2.9603
H  3.9041  -2.1760  0.9891
H  2.6125  -1.1325  -0.7855
C  3.2754  0.9288  -0.1970
H  -1.6561  1.0826  5.3748
C  -5.4443  -3.1557  -2.5193
C  5.0455  0.9311  1.4178
C  4.3405  1.6008  0.4450
C  -1.8931  1.2167  -5.1371
C  1.9856  0.8779  6.7032
C  -4.3968  -1.0473  -2.0208
H  -3.3988  -2.9624  -1.7853
C  3.2268  -0.4699  -0.1385
H  3.3627  2.3792  -2.5736
H  -7.3720  -3.0120  -3.4925
C  0.4108  1.4230  4.9306
H  -2.2224  2.0565  -5.7519
H  4.9516  -0.9209  3.7764
H  4.5122  2.6466  0.2748
C  5.5766  -1.0685  2.8594
H  1.7962  3.2101  -2.7054
H  3.0142  0.7853  7.0760
C  4.8579  -0.4257  1.6939
S  -2.8757  -0.2191  -1.4636
H  -7.4700  -0.5532  -3.2981
H  -3.0381  1.8294  -3.4110
C  -0.6466  1.0158  5.7358
H  5.7937  -2.1414  2.6980
H  1.1167  0.1251  8.4985
C  -0.7845  -0.8773  -4.8722

Computed properties:
* orbital gap: 4.89 eV
* relative energy (zero: lowest compared OMol25 entry of this formula, charge and spin): 97.13 kJ/mol